a.
The following is a DFT calculation (ωB97M-V/def2-TZVPD) of the molecule C2H3NS.

XYZ file:
```
7
C2H3NS, DFT ωB97M-V/def2-TZVPD
H 0.365 -1.293 -1.926
N -0.585 -1.191 -1.612
H 0.251 -0.152 1.516
C -0.388 0.386 0.708
C -0.834 -0.475 -0.592
H -0.188 1.350 0.504
S -2.157 -0.135 0.455
```

Values from the calculation:
HOMO level ... -9.42 eV
Charge ... 0
Structure (SMILES) ... [H]/N=C1\CS1
Lowest unoccupied orbital energy ... 0.0250 Ha
HOMO-LUMO gap ... 10.096 eV

b.
The following is a DFT calculation (ωB97M-V/def2-TZVPD) of the molecule C2H3NS.

XYZ file:
```
7
C2H3NS, DFT ωB97M-V/def2-TZVPD
C 1.363 -1.025 0.086
C -0.462 0.717 0.062
N 0.611 -0.139 0.181
H 1.563 -2.055 -0.347
H -0.489 1.443 0.774
S -2.042 -0.194 0.100
H -0.543 1.253 -0.856
```

Values from the calculation:
HOMO level (alpha / beta) ... -7.17 / -7.17 eV
Charge ... 0
Lowest unoccupied orbital energy (alpha / beta) ... -0.0537 / -0.0538 Ha
HOMO-LUMO gap (alpha / beta) ... 5.708 / 5.706 eV

c.
The following is a DFT calculation (ωB97M-V/def2-TZVPD) of the molecule C2H3NS.

XYZ file:
```
7
C2H3NS, DFT ωB97M-V/def2-TZVPD
S -0.353 1.145 0.820
C 1.445 -1.175 0.754
H -2.049 0.325 -0.631
H -0.748 1.023 -1.615
N -1.125 0.807 -0.695
H 2.157 -1.958 0.699
C 0.672 -0.168 0.668
```

Values from the calculation:
HOMO level ... -8.69 eV
Charge ... 0
Structure (SMILES) ... C#CSN
Lowest unoccupied orbital energy ... 0.0193 Ha
HOMO-LUMO gap ... 9.220 eV

What is the stability order? It is a, c, b, from most stable to least stable.

a.
The following is a DFT calculation (ωB97M-V/def2-TZVPD) of a structure of composition C3H2N4O.

XYZ file:
```
10
C3H2N4O, DFT ωB97M-V/def2-TZVPD
C 0.410 0.741 -0.047
N -0.722 -1.440 -0.045
N -1.822 0.674 0.001
C 1.932 0.637 0.049
N -0.662 1.453 -0.008
N -1.857 -0.588 0.068
O 1.741 -0.827 0.005
H 2.463 1.028 -0.874
H 2.523 0.759 0.936
C 0.414 -0.689 -0.037
```

Values from the calculation:
HOMO level ... -10.43 eV
Charge ... 0
Lowest unoccupied orbital energy ... -0.0241 Ha
HOMO-LUMO gap ... 9.773 eV

b.
The following is a DFT calculation (ωB97M-V/def2-TZVPD) of a structure of composition C3H2N4O.

XYZ file:
```
10
C3H2N4O, DFT ωB97M-V/def2-TZVPD
N -1.414 -1.054 0.865
H 2.667 0.609 0.589
C 1.616 1.030 0.387
N -0.233 -0.471 1.519
H 1.475 2.094 0.591
N -1.651 -0.843 -0.442
C 0.479 0.345 0.680
C 0.081 0.345 -0.600
O 1.432 0.693 -1.060
N -0.796 -0.285 -1.300
```

Values from the calculation:
HOMO level ... -10.51 eV
Charge ... 0
Lowest unoccupied orbital energy ... -0.0374 Ha
HOMO-LUMO gap ... 9.487 eV

What is the stability order? It is a, b, from most stable to least stable.

a.
The following is a DFT calculation (ωB97M-V/def2-TZVPD) of the molecule C3H2N4O.

XYZ file:
```
10
C3H2N4O, DFT ωB97M-V/def2-TZVPD
C -0.255 0.614 -0.174
N -1.041 0.950 0.853
H 1.460 -2.033 -0.951
H -1.654 1.741 1.158
O 0.756 -0.221 -1.887
C 0.442 -0.476 0.281
N 0.076 -0.798 1.478
C 1.019 -1.062 -0.786
N -0.795 0.035 1.833
N -0.109 0.899 -1.456
```

Values from the calculation:
HOMO level ... -9.55 eV
Charge ... 0
Structure (SMILES) ... c1onc2[nH]nnc12
Lowest unoccupied orbital energy ... -0.0062 Ha
HOMO-LUMO gap ... 9.378 eV

b.
The following is a DFT calculation (ωB97M-V/def2-TZVPD) of the molecule C3H2N4O.

XYZ file:
```
10
C3H2N4O, DFT ωB97M-V/def2-TZVPD
H -1.296 1.851 1.371
N 1.567 -1.146 0.236
N 0.373 -0.781 0.521
O 2.145 -0.100 -0.440
C 0.231 0.563 0.239
N -2.878 -0.817 -0.441
C -1.061 1.121 0.306
N 1.308 1.013 -0.353
C -2.023 -0.149 -0.048
H -1.328 1.851 -0.578
```

Values from the calculation:
HOMO level ... -11.78 eV
Charge ... 0
Structure (SMILES) ... N#CCc1nnon1
Lowest unoccupied orbital energy ... -0.0230 Ha
HOMO-LUMO gap ... 11.159 eV

c.
The following is a DFT calculation (ωB97M-V/def2-TZVPD) of the molecule C3H2N4O.

XYZ file:
```
10
C3H2N4O, DFT ωB97M-V/def2-TZVPD
N 1.423 0.642 0.760
H 1.098 2.096 -0.533
O -2.056 -0.204 0.890
N 0.796 -1.530 -0.182
N -0.731 1.267 -0.368
H -0.923 -1.840 -0.862
C -0.423 -1.253 -0.283
C -1.207 -0.015 0.127
N 1.524 -0.583 0.587
C 0.499 1.421 -0.136
```

Values from the calculation:
HOMO level ... -9.61 eV
Charge ... 0
Structure (SMILES) ... O=c1cnnncn1
Lowest unoccupied orbital energy ... -0.0308 Ha
HOMO-LUMO gap ... 8.768 eV

d.
The following is a DFT calculation (ωB97M-V/def2-TZVPD) of the molecule C3H2N4O.

XYZ file:
```
10
C3H2N4O, DFT ωB97M-V/def2-TZVPD
H 1.243 1.657 -0.879
C 0.370 -0.383 -0.211
N 1.111 -1.060 0.605
C 0.524 0.856 -1.148
N 0.324 -1.517 1.592
H 0.700 0.767 -2.324
O -0.891 1.057 -0.886
C -0.965 0.068 0.110
N -1.536 -0.190 1.210
N -0.880 -1.255 1.931
```

Values from the calculation:
HOMO level ... -10.09 eV
Charge ... 0
Structure (SMILES) ... C1Oc2nnnnc21
Lowest unoccupied orbital energy ... -0.0357 Ha
HOMO-LUMO gap ... 9.115 eV

What is the stability order? It is a, b, c, d, from most stable to least stable.

a.
The following is a DFT calculation (ωB97M-V/def2-TZVPD) of a cluster of 2 separate species, C2H3N2O2 in total.

XYZ file:
```
9
C2H3N2O2, DFT ωB97M-V/def2-TZVPD
N 1.992 -1.114 0.511
N -1.054 -0.113 1.345
C -0.669 -0.021 0.110
O 1.251 -0.734 -0.393
H -1.285 -1.084 1.483
H 0.044 0.852 -1.710
C 0.050 1.065 -0.579
O 0.621 2.053 -0.132
H -0.950 -0.905 -0.636
```

Values from the calculation:
HOMO level (alpha / beta) ... -1.64 / -2.27 eV
Charge ... -1
Lowest unoccupied orbital energy (alpha / beta) ... 0.1632 / 0.1599 Ha
HOMO-LUMO gap (alpha / beta) ... 6.077 / 6.621 eV

b.
The following is a DFT calculation (ωB97M-V/def2-TZVPD) of the ion C2H3N2O2 with charge -1.

XYZ file:
```
9
C2H3N2O2, DFT ωB97M-V/def2-TZVPD
C 0.848 0.348 0.702
H 1.596 0.697 -0.057
N 0.403 -1.104 -1.148
H -1.114 0.326 0.819
O -0.441 1.036 0.928
O -1.773 -0.190 -1.667
C -0.714 -0.756 -1.577
H 0.713 0.499 1.753
N 0.482 -0.856 0.249
```

Values from the calculation:
HOMO level ... -2.07 eV
Charge ... -1
Lowest unoccupied orbital energy ... 0.1529 Ha
HOMO-LUMO gap ... 6.235 eV

What is the stability order? It is a, b, from most stable to least stable.

a.
The following is a DFT calculation (ωB97M-V/def2-TZVPD) of the molecule C6H13N.

XYZ file:
```
20
C6H13N, DFT ωB97M-V/def2-TZVPD
H -0.171 -1.542 -1.671
C 0.500 0.326 1.041
H 2.001 -2.446 -1.551
H -1.601 0.196 -1.285
C -0.076 1.724 0.768
N -0.278 -0.595 0.153
H 1.502 0.307 0.653
H -2.153 1.393 1.403
C -1.553 0.081 -0.198
H 0.127 2.419 1.575
C 0.496 -0.978 -1.020
H 1.293 -2.633 0.064
H 0.424 2.071 -0.141
H 0.425 -0.061 2.051
H 2.472 -1.383 -0.198
H -2.062 2.164 -0.151
H 0.901 -0.117 -1.584
H -2.361 -0.480 0.262
C 1.647 -1.914 -0.672
C -1.534 1.468 0.501
```

Values from the calculation:
HOMO level ... -8.31 eV
Charge ... 0
Structure (SMILES) ... CCN1CCCC1
Lowest unoccupied orbital energy ... 0.0428 Ha
HOMO-LUMO gap ... 9.475 eV

b.
The following is a DFT calculation (ωB97M-V/def2-TZVPD) of the molecule C6H13N.

XYZ file:
```
20
C6H13N, DFT ωB97M-V/def2-TZVPD
H -2.071 -1.291 1.717
H 0.718 1.329 -0.373
H 1.252 -0.638 1.082
C -2.599 -0.541 1.110
C 2.997 -0.244 -0.152
C 1.527 -0.648 0.016
H -0.967 0.921 1.201
N -0.811 -0.141 -0.621
H -1.344 2.091 -0.827
H 3.168 0.785 0.197
H 1.367 -1.675 -0.342
C -2.015 1.213 -0.740
C -1.621 0.428 0.472
C 0.590 0.298 -0.745
H 0.846 0.303 -1.814
H -1.518 0.061 -1.484
H -3.300 0.004 1.756
H 3.302 -0.293 -1.207
H 3.659 -0.907 0.421
H -3.179 -1.055 0.334
```

Values from the calculation:
HOMO level ... -8.46 eV
Charge ... 0
Lowest unoccupied orbital energy ... 0.0399 Ha
HOMO-LUMO gap ... 9.544 eV

What is the stability order? It is a, b, from most stable to least stable.